Record 1
{
  "formula": "C3H6ClNS",
  "method": "the ωB97M-V functional and the def2-TZVPD basis",
  "charge": 0,
  "smiles": "CNC(=S)CCl",
  "species": ["C", "N", "C", "S", "C", "Cl", "H", "H", "H", "H", "H", "H"],
  "positions_angstrom": [[1.37169, 0.64548, -0.41600], [-0.01881, 0.81793, -0.38281], [-1.05963, 0.12633, 0.09665], [-2.58465, 0.68482, -0.23135], [-0.75584, -1.22713, 0.81114], [-0.05567, -2.38488, -0.45619], [1.87155, -0.29438, -0.10813], [1.59205, 0.96591, -1.50177], [1.73669, 1.52236, 0.26803], [-0.17316, 1.75613, -0.77842], [-1.78913, -1.61521, 1.03113], [-0.13510, -0.99736, 1.66770]],
  "forces_ev_per_angstrom": [[2.66, 2.22, -0.08], [-1.61, 0.46, 0.20], [0.40, -0.16, -0.85], [-0.05, -0.38, 0.61], [-2.05, 0.84, -1.88], [-0.16, 0.72, 1.20], [-0.85, 0.47, -0.35], [0.65, -0.93, 1.66], [0.24, -1.67, -1.17], [-1.04, -1.01, 0.35], [1.46, 0.17, 0.22], [0.36, -0.73, 0.09]],
  "mulliken_charge": [-0.807, -0.180, 0.230, -0.360, -0.485, -0.175, 0.355, 0.245, 0.265, 0.255, 0.319, 0.336]
}

***

Record 2
{
  "formula": "C3H6ClO2P",
  "method": "the ωB97M-V functional and the def2-TZVPD basis",
  "charge": 0,
  "species": ["C", "C", "C", "O", "O", "P", "Cl", "H", "H", "H", "H", "H", "H"],
  "positions_angstrom": [[2.29184, -1.71155, -0.09018], [1.39037, -2.27562, -0.66934], [-0.24605, 1.84550, -0.72080], [-1.12334, -0.16798, 2.18337], [-1.14720, 1.32348, 0.32859], [-0.73475, -0.16194, 0.66129], [-2.44675, -1.20506, 0.01179], [3.15207, -1.23267, 0.15643], [-1.45657, 0.58642, 2.15288], [0.68457, -2.94759, -1.00957], [-0.23015, 2.84031, -0.48496], [-0.78519, 1.71301, -1.65746], [0.65116, 1.39370, -0.86203]],
  "forces_ev_per_angstrom": [[-2.55, -1.74, -2.02], [2.33, 0.93, 1.56], [-4.45, -0.26, -0.54], [4.54, -9.73, 1.38], [0.90, 1.04, -0.83], [1.02, -2.98, -1.71], [-0.16, -0.10, -0.42], [1.76, 1.18, 0.92], [-5.52, 11.04, 1.65], [-1.22, -0.63, -0.60], [0.66, 2.57, 0.28], [-0.08, 0.16, -0.13], [2.78, -1.48, 0.46]],
  "mulliken_charge": [-0.368, -0.462, -0.733, -0.382, -0.358, 0.521, -0.320, 0.422, 0.304, 0.435, 0.263, 0.280, 0.399]
}

***

Record 3
{
  "formula": "C3H6ClO3S",
  "method": "the ωB97M-V functional and the def2-TZVPD basis",
  "charge": -1,
  "smiles": "CC[C@H](Cl)S(=O)(=O)[O-]",
  "species": ["C", "C", "C", "Cl", "S", "O", "O", "O", "H", "H", "H", "H", "H", "H"],
  "positions_angstrom": [[-0.63451, -1.07877, 1.07975], [0.74114, -0.58370, 0.61259], [0.78540, 0.66216, -0.27841], [1.03286, 2.14286, 0.71217], [-0.62071, 0.89207, -1.42251], [-0.15256, 1.90332, -2.35244], [-1.75631, 1.28086, -0.60295], [-0.72235, -0.45114, -1.98947], [-1.05828, -1.77345, 0.35859], [-0.52902, -1.60113, 2.03581], [-1.32909, -0.25346, 1.21365], [1.25228, -1.38908, 0.08134], [1.34588, -0.36590, 1.49549], [1.64527, 0.61537, -0.94361]],
  "forces_ev_per_angstrom": [[0.17, -0.01, 0.14], [-0.08, -0.05, 0.14], [0.01, -0.13, -0.11], [-0.05, 0.08, 0.07], [0.02, -0.31, 0.08], [-0.04, 0.05, 0.00], [0.02, 0.06, -0.07], [0.03, 0.08, -0.01], [-0.11, 0.13, -0.09], [0.01, -0.01, -0.05], [-0.04, 0.02, -0.02], [-0.05, 0.01, -0.07], [0.09, 0.04, -0.07], [0.02, 0.04, 0.07]],
  "mulliken_charge": [-1.071, -0.563, -0.193, -0.243, 1.149, -0.672, -0.654, -0.677, 0.281, 0.363, 0.285, 0.225, 0.410, 0.359]
}

***

Record 4
{
  "formula": "C3H6ClPS2",
  "method": "the ωB97M-V functional and the def2-TZVPD basis",
  "charge": 0,
  "multiplicity": 3,
  "species": ["C", "C", "C", "P", "S", "S", "Cl", "H", "H", "H", "H", "H", "H"],
  "positions_angstrom": [[1.95471, 1.14749, 0.01636], [1.43673, -0.08390, 0.11763], [0.12529, -0.53144, 0.84030], [-1.49216, 0.05111, -0.06334], [-1.43202, 1.80760, -0.89226], [-1.72595, -1.54266, -1.44422], [-2.88641, -0.32697, 1.22344], [2.95236, 1.11263, -0.33470], [1.44362, 2.05392, 0.19514], [2.03941, -1.01397, -0.06882], [0.19693, -0.08884, 1.80024], [-0.02276, -1.71531, 0.82013], [-2.58974, -0.86968, -2.20988]],
  "forces_ev_per_angstrom": [[-0.47, -2.49, -0.27], [-0.57, -1.50, 1.10], [-0.37, -0.78, -2.66], [2.38, -1.34, 1.01], [0.35, 2.94, -0.86], [0.67, -2.87, -2.19], [-1.88, 0.09, 2.61], [0.88, 0.70, -0.38], [-0.42, 0.76, 0.28], [-0.24, 1.36, -0.25], [-0.54, 0.00, 1.16], [0.41, 2.63, 0.31], [-0.20, 0.51, 0.14]],
  "mulliken_charge": [-0.680, -0.034, -0.816, 0.640, -0.180, -0.376, -0.221, 0.256, 0.262, 0.240, 0.421, 0.343, 0.147]
}

***

Number 1: DFT total energy -1031.00619 Ha. Number 2: DFT total energy -1069.84443 Ha. Number 3: DFT total energy -1202.09574 Ha. Number 4: DFT total energy -1715.67372 Ha.